1.
Below is a molecular structure, C6H14NO at a distorted geometry, with properties calculated with wB97M-V/def2-TZVPD.

XYZ file:
```
22
Properties=species:S:1:pos:R:3:forces:R:3:mulliken_spin:R:1
C -0.697717 -0.011926 1.471757 -0.2 1.1 0.5 1.7352
N -1.129073 -1.105866 0.602399 1.7 -1.4 0.1 -0.3721
C -0.144728 -1.605448 -0.571823 -1.2 2.3 -4.3 -0.4319
C 1.437995 -1.830816 -0.667058 0.3 1.3 0.7 -0.0478
O 2.101800 -0.964426 -1.434532 -0.1 0.1 -0.6 -0.0536
C 0.471855 0.832648 1.050204 0.2 1.7 -0.2 0.8373
C -1.186545 1.696119 -0.766755 0.5 0.7 -0.9 2.1552
C 0.256691 1.624376 -0.253264 -0.4 -1.0 -0.6 0.3650
H -1.552209 0.651915 1.618820 -0.2 0.1 -0.2 -0.3015
H -0.467225 -0.366091 2.485851 0.0 -0.4 0.0 -0.5327
H -0.646915 -2.500943 -0.919457 -0.3 -0.4 0.3 -0.1491
H -0.431124 -0.867981 -1.336715 0.9 -0.2 -0.4 0.2928
H -0.342936 -1.735249 0.780028 -0.6 -1.7 3.7 0.1861
H 1.848814 -1.712632 0.364996 -0.2 -0.9 0.5 0.0287
H 1.556144 -2.880839 -1.023437 -0.2 -0.3 0.3 0.0146
H 0.707037 1.621210 1.783705 -0.3 -0.4 0.5 -1.0551
H 1.371418 0.237704 0.988239 0.3 -0.2 -0.3 0.1597
H -1.607819 0.715543 -0.919719 -0.4 -0.3 0.2 0.3055
H -1.907299 2.308458 -0.228141 0.0 -0.1 0.4 -1.0218
H -1.127421 2.158287 -1.767072 -0.1 -0.1 0.0 -0.4601
H 0.842837 1.101721 -1.006620 0.0 -0.1 -0.3 0.1593
H 0.646419 2.634236 -0.251405 0.3 0.4 0.5 -0.8136
```
Positions in Å, forces in eV/Å.

E_HOMO (alpha / beta) = 4.27 / -0.04 eV
Kohn-Sham gap (alpha / beta) = 2.63 / 6.97 eV
charge = -2
relative energy (zero: lowest compared OMol25 entry of this formula, charge and spin) = 3.601 eV
spin multiplicity = 2
E_tot = -9978.7793 eV
max |F| = 5.06 eV/Å

***

2.
Below is C27H30N4O4S in the gas phase at a distorted geometry, with properties calculated with wB97M-V/def2-TZVPD.

XYZ file:
```
66
Properties=species:S:1:pos:R:3:forces:R:3:lowdin_charge:R:1
C 1.088913 6.918448 -4.065520 0.2 -0.3 0.0 -0.0842
C 1.412125 5.429530 -4.161623 -0.1 0.3 0.0 -0.2589
N 0.407900 4.728892 -4.950973 0.1 0.0 0.0 -0.1938
C 0.678812 4.795937 -6.377223 -0.2 0.0 -0.1 -0.2597
C -0.517562 4.375583 -7.223187 0.3 0.1 0.1 -0.0854
C 0.077462 3.418308 -4.449562 0.1 -0.4 0.1 -0.1668
C 1.198952 2.360991 -4.556622 0.1 0.7 -0.1 -0.1375
O 0.849321 1.180127 -3.845259 -0.2 -0.3 0.1 -0.0005
C 1.061711 1.193475 -2.520796 0.2 0.3 0.1 -0.4488
O 1.546777 2.131684 -1.931603 -0.1 -0.1 -0.1 0.1088
C 0.648793 -0.066919 -1.868499 -0.1 -0.2 0.1 -0.1259
C 0.070718 -1.118081 -2.577286 0.1 0.2 0.1 -0.0017
C -0.306394 -2.275821 -1.931293 0.0 -0.2 0.3 -0.0040
C -0.109736 -2.408848 -0.553690 0.2 0.7 -0.6 -0.2208
N -0.477116 -3.524777 0.163701 -0.1 -0.4 0.6 0.0859
C -0.892365 -4.720207 -0.278952 0.0 -0.2 0.2 -0.0142
C -1.223538 -5.736037 0.580738 0.2 0.6 -0.3 -0.2361
C -1.624763 -6.980332 0.061148 -0.1 -0.2 -0.3 -0.2574
N -1.953851 -7.996181 -0.359729 -0.1 -0.4 -0.1 0.1636
C -1.167237 -5.581787 2.009484 -0.2 -0.7 0.6 -0.5148
N -0.876534 -4.463273 2.604193 0.1 0.3 -0.3 0.0643
C -0.869196 -4.568450 3.959875 -0.2 -0.9 0.5 -0.3249
C -0.577493 -3.392131 4.769374 0.2 0.3 0.4 -0.1750
C -0.080926 -3.501315 6.058404 -0.1 0.0 -0.4 -0.0316
C 0.189636 -2.364501 6.803907 0.0 0.3 0.1 -0.0092
C -0.037522 -1.102207 6.281432 0.0 0.1 -0.1 -0.1994
O 0.189389 0.069900 6.929674 -0.1 -0.1 -0.4 -0.0615
C 0.693436 0.024068 8.240956 0.1 0.0 0.2 -0.0821
C -0.551326 -0.981254 4.967955 0.1 0.2 0.1 -0.1893
O -0.758216 0.293218 4.540174 0.2 -0.2 0.4 -0.0586
C -1.334921 0.493608 3.273838 -0.1 0.0 -0.2 -0.0696
C -0.805327 -2.120592 4.231129 0.0 0.1 0.0 0.0394
C -1.168611 -5.824281 4.414984 0.0 0.2 -0.3 -0.3358
S -1.473187 -6.907433 3.114490 0.2 0.7 -0.2 1.0858
C 0.475512 -1.352012 0.155022 -0.1 -0.3 0.0 -0.0089
C 0.847782 -0.198345 -0.493338 0.0 0.1 -0.3 -0.0007
H 1.799482 7.409175 -3.405403 0.1 0.1 0.0 0.0690
H 1.137377 7.397512 -5.039737 0.0 0.1 -0.1 0.0596
H 0.086915 7.050716 -3.667477 -0.1 0.0 0.0 0.0739
H 1.414970 5.009307 -3.154256 0.1 -0.1 0.0 0.1156
H 2.422004 5.298694 -4.582482 0.0 -0.1 0.1 0.1177
H 0.907088 5.839905 -6.602382 0.1 -0.1 0.0 0.1080
H 1.563418 4.197352 -6.659056 0.0 0.1 0.0 0.1157
H -1.413452 4.876043 -6.866022 -0.1 0.0 0.0 0.0800
H -0.348154 4.658108 -8.259324 0.0 0.0 -0.1 0.0708
H -0.677040 3.301134 -7.188399 -0.1 -0.1 0.0 0.0619
H -0.807635 3.050493 -4.972822 0.0 -0.1 0.1 0.1159
H -0.181036 3.523532 -3.392249 0.0 -0.1 -0.1 0.1243
H 2.128675 2.767415 -4.144700 -0.1 -0.1 -0.1 0.1250
H 1.351946 2.042151 -5.588935 0.0 0.0 0.1 0.1266
H -0.084470 -1.016937 -3.639586 0.0 0.0 -0.1 0.1203
H -0.763614 -3.072609 -2.496530 -0.1 -0.1 -0.1 0.1040
H -0.419724 -3.481526 1.193190 0.0 0.1 -0.2 0.1047
H -0.947257 -4.889924 -1.344832 0.0 0.0 0.0 0.1353
H 0.115158 -4.472267 6.485133 0.1 -0.1 0.0 0.1102
H 0.581327 -2.478704 7.801871 0.0 0.1 0.1 0.1051
H 0.791350 1.062452 8.553317 0.0 -0.1 0.0 0.0949
H 1.675679 -0.458712 8.279318 0.0 0.0 0.0 0.0970
H 0.007506 -0.494154 8.919416 0.0 0.0 0.0 0.0971
H -1.457679 1.570950 3.176167 0.0 -0.1 0.0 0.0979
H -0.686855 0.133745 2.468103 0.0 0.0 0.0 0.0753
H -2.313968 0.009473 3.194732 0.0 0.0 0.0 0.1014
H -1.205814 -2.053691 3.232392 0.0 0.1 -0.1 0.1016
H -1.251202 -6.165404 5.425789 0.0 0.0 0.3 0.0688
H 0.642807 -1.464979 1.216860 0.0 0.0 0.1 0.1083
H 1.300783 0.621765 0.042577 0.0 0.1 0.1 0.1231
```
Positions in Å, forces in eV/Å.

E_HOMO = -7.73 eV
Kohn-Sham gap = 7.35 eV
relative energy (zero: lowest compared OMol25 entry of this formula, charge and spin) = 0.000 eV
SMILES = CCN(CC)CCOC(=O)c1ccc(N/C=C(/C#N)c2nc(-c3ccc(OC)c(OC)c3)cs2)cc1
spin multiplicity = 1
E_tot = -53471.0033 eV
max |F| = 1.06 eV/Å

***

3.
Below is 4 unconnected molecules or ions with the total composition C22H46B2NO9 at a distorted geometry, with properties calculated with wB97M-V/def2-TZVPD.

XYZ file:
```
80
Properties=species:S:1:pos:R:3:forces:R:3:lowdin_charge:R:1
C 0.736047 4.437242 -1.412020 0.1 -0.1 -0.4 -0.0589
C -0.485369 3.752013 -1.986755 0.8 0.3 0.5 -0.2461
C -1.560750 4.544466 -2.279849 -0.8 1.0 0.0 -0.0908
C -2.727066 4.027788 -2.811703 -0.3 0.2 -0.2 -0.1205
C -2.762315 2.685040 -3.073046 -0.7 -0.4 -0.2 -0.1086
C -1.681786 1.885138 -2.776015 -0.1 -1.4 -0.3 -0.0282
C -0.524240 2.364771 -2.212605 0.9 0.8 0.4 -0.1689
C 0.687251 1.545647 -1.818664 -0.9 0.0 -0.4 -0.0333
B 0.779572 -0.068341 -2.223614 1.7 -0.2 1.4 -0.7024
B 2.072506 -0.266378 -3.362482 -0.7 0.0 -0.2 -0.4043
N 2.008942 0.361142 -4.716739 0.8 -0.6 -0.1 0.1178
O 3.240377 -1.001550 -3.017949 0.0 0.4 -0.8 0.0643
O -0.409757 -0.894587 -2.385565 -1.0 0.1 -1.1 -0.0741
C -0.806732 -1.593703 -1.236496 1.2 0.8 -0.2 -0.1742
C 0.417671 -1.317333 -0.237316 -2.4 -0.8 -0.2 -0.2360
O 1.400143 -0.691917 -0.953281 0.1 -0.4 0.4 -0.0863
H 1.158088 3.876287 -0.574144 0.0 0.2 0.0 0.0660
H 1.514176 4.509838 -2.186190 0.0 -0.2 0.2 0.0813
H 0.509986 5.469557 -1.129467 -0.1 -0.2 0.2 0.0655
H -1.538053 5.613696 -2.072361 0.2 -0.1 0.0 0.0992
H -3.591643 4.651748 -3.017786 0.1 0.1 0.0 0.0906
H -3.647025 2.210808 -3.490584 0.0 0.1 0.0 0.0979
H -1.761921 0.824875 -3.004420 0.2 0.1 0.2 0.1093
H 1.572600 2.061663 -2.228824 -0.1 0.0 0.1 0.0925
H 0.806495 1.630452 -0.724453 0.0 -0.1 -0.1 0.0960
H 2.669781 -0.132552 -5.324590 0.1 0.2 0.0 0.0493
H 2.415463 1.293105 -4.614655 -0.5 0.1 -0.1 0.0556
H 3.771667 -0.427965 -2.453976 -0.1 -0.4 0.3 0.0830
H -1.767983 -1.205348 -0.857253 0.2 -0.1 0.1 0.1032
H -0.944143 -2.655325 -1.497931 0.1 0.1 0.2 0.1002
H 0.641637 -2.326801 0.145761 0.7 0.4 0.3 0.1016
H -0.065045 -0.724452 0.564554 0.6 0.1 0.2 0.0981
C -0.915278 2.376447 2.156536 0.0 -0.1 -0.2 -0.0958
O -0.384345 1.240598 2.823601 0.0 0.3 0.2 -0.1947
C 0.999458 1.356975 3.111928 -0.2 -0.3 0.0 -0.1986
C 1.246187 1.801843 4.541097 0.2 0.2 -0.1 -0.1996
O 0.749502 3.112161 4.791009 -0.1 -0.1 0.0 -0.1925
C -0.530225 3.110470 5.394484 0.1 0.1 0.1 -0.1188
H -1.998327 2.359232 2.276681 0.0 -0.1 0.0 0.0895
H -0.530461 3.312170 2.568438 0.0 0.0 0.0 0.0832
H -0.681159 2.327418 1.087666 0.0 0.1 0.0 0.0807
H 1.483057 2.034076 2.401127 0.0 0.0 0.0 0.1277
H 1.436304 0.362598 2.977560 0.0 0.0 0.0 0.1271
H 2.327384 1.831431 4.713024 0.0 0.0 0.0 0.1224
H 0.813303 1.087179 5.248902 0.0 0.0 0.0 0.1122
H -0.437429 2.930746 6.472756 -0.1 0.0 0.0 0.0825
H -1.189038 2.357174 4.958953 0.0 0.0 0.0 0.0836
H -0.973996 4.094223 5.240978 0.0 0.0 0.0 0.0865
C -0.951552 -0.895492 -5.985667 -0.1 0.2 0.2 -0.0914
O -2.181407 -1.310139 -6.587523 0.2 -0.2 -0.1 -0.1947
C -2.047546 -1.663895 -7.947815 -0.3 0.0 0.3 -0.2234
C -1.915666 -3.165130 -8.134119 0.3 0.0 -0.2 -0.2153
O -0.730542 -3.675756 -7.547295 -0.1 0.0 0.1 -0.1946
C -0.936077 -4.214912 -6.250849 0.1 -0.1 0.0 -0.1084
H -1.059746 -0.971453 -4.903929 0.0 0.0 0.0 0.0829
H -0.112543 -1.519213 -6.296222 0.0 0.0 0.0 0.0811
H -0.741476 0.146097 -6.242152 0.1 0.0 0.0 0.0872
H -1.198760 -1.141211 -8.401541 0.1 -0.1 0.0 0.1244
H -2.960105 -1.331560 -8.457109 0.0 0.0 -0.1 0.1192
H -1.859531 -3.380499 -9.207235 0.0 0.0 0.0 0.1182
H -2.795520 -3.679830 -7.733666 0.0 0.0 0.1 0.1218
H -1.343831 -5.230303 -6.328151 0.0 0.0 0.0 0.0828
H -1.607928 -3.599387 -5.651586 0.0 0.0 0.0 0.0861
H 0.030386 -4.262128 -5.751454 0.0 0.0 0.0 0.0911
C 0.328770 -4.234888 7.656962 0.1 -0.1 0.0 -0.1131
O 1.654292 -3.826496 7.952362 -0.1 0.1 -0.1 -0.1954
C 2.293637 -3.180181 6.860047 0.2 -0.1 0.2 -0.2010
C 2.228890 -1.669021 6.972073 -0.1 0.1 -0.3 -0.2029
O 0.896822 -1.184154 6.902774 0.0 -0.2 0.2 -0.2003
C 0.330600 -0.936531 8.177693 0.0 0.2 -0.1 -0.1119
H -0.189524 -4.399359 8.601374 0.1 0.0 0.0 0.0871
H -0.215364 -3.481828 7.084286 0.0 0.0 0.0 0.0844
H 0.342027 -5.175224 7.095664 -0.1 0.0 0.0 0.0881
H 1.864804 -3.516158 5.911442 0.0 0.1 0.0 0.1292
H 3.344598 -3.484243 6.881014 0.0 0.0 0.0 0.1244
H 2.772052 -1.236888 6.125964 0.0 0.0 0.0 0.1253
H 2.713826 -1.327313 7.892184 0.0 -0.1 0.0 0.1259
H 0.672218 0.033026 8.557725 0.0 0.0 0.1 0.0875
H 0.582991 -1.715900 8.899083 0.0 0.0 0.0 0.0818
H -0.752306 -0.903796 8.061342 0.0 0.0 -0.1 0.0901
```
Positions in Å, forces in eV/Å.

E_HOMO = -3.71 eV
Kohn-Sham gap = 6.02 eV
charge = -1
relative energy (zero: lowest compared OMol25 entry of this formula, charge and spin) = 0.000 eV
spin multiplicity = 1
E_tot = -44830.1519 eV
max |F| = 2.59 eV/Å

***

4.
Below is a molecular structure, C12H14F5IN2OPtTe at a distorted geometry, with properties calculated with wB97M-V/def2-TZVPD.

XYZ file:
```
37
Properties=species:S:1:pos:R:3:forces:R:3:mulliken_spin:R:1
C 1.569831 0.604967 3.310176 -1.6 3.0 -1.4 0.0510
C 1.584929 -0.893084 3.260585 -1.3 -2.4 -1.2 0.0707
H 2.181211 1.295992 2.704680 0.2 -0.5 -0.3 0.0003
H 2.059783 0.584087 4.234435 0.4 1.5 1.7 0.0100
H 0.547378 1.123383 3.441867 1.6 -1.0 -0.3 -0.0068
H 1.515814 -1.836950 2.466954 -0.2 2.6 0.7 0.0252
H 2.583321 -1.069141 3.679131 -0.8 -1.2 0.6 0.0263
H 0.560609 -0.902063 3.780761 1.8 -1.7 0.2 0.0116
C 0.391812 2.589473 -0.810997 0.3 0.2 -0.3 -0.0488
C 0.337111 3.441274 -1.898323 -0.1 0.8 -0.1 0.0184
C 0.247340 2.888598 -3.182552 0.1 0.0 -0.2 0.0020
C 0.179297 1.492763 -3.341404 -0.1 0.1 1.3 0.0155
H 0.483375 2.955095 0.211633 0.0 -0.1 -0.2 0.0085
H 0.411936 4.540079 -1.718494 -0.2 -1.1 -0.3 0.0029
H 0.240695 3.570121 -4.053735 0.0 -0.6 0.5 -0.0003
H 0.198845 1.019809 -4.299761 -0.3 0.0 -0.5 0.0031
N 0.389768 1.266909 -0.996653 -1.0 0.8 -1.0 0.2601
C 0.155718 0.679372 -2.187510 0.9 1.8 -1.3 0.0220
C 0.017758 -0.769062 -2.178557 0.5 -2.0 -0.5 0.0125
N 0.152025 -1.367432 -0.966078 -1.2 -1.2 -1.6 0.2493
C -0.112512 -2.662447 -0.755154 0.2 -0.3 -0.6 -0.0468
C -0.382743 -2.971307 -3.115874 0.1 -0.1 -0.3 -0.0018
C -0.375622 -3.509740 -1.834636 -0.1 0.0 0.7 0.0137
H -0.087084 -3.025531 0.275897 0.1 0.2 -0.4 0.0103
H -0.536865 -4.575695 -1.623583 0.0 0.6 -0.3 0.0024
C -0.152004 -1.598919 -3.293156 -0.1 0.5 0.2 0.0163
H -0.067084 -1.145905 -4.279366 -0.4 -0.3 0.1 0.0034
H -0.571174 -3.638877 -3.972227 0.2 0.5 0.4 -0.0004
Pt 0.776094 -0.089576 0.419084 1.5 0.0 3.8 1.7516
I 3.338850 -0.395382 0.501243 -0.8 0.0 0.1 1.2516
F -3.852803 0.602443 0.970884 1.8 -0.3 1.2 0.0142
Te -2.455793 0.331973 2.258243 -3.4 0.9 2.3 -0.0021
F -1.297063 0.077814 3.790186 -0.7 0.2 -1.7 0.0034
F -2.133943 2.233906 2.318092 0.1 -2.1 -0.3 0.0074
F -3.787470 0.645807 3.608606 1.6 -0.4 -1.7 -0.0028
F -2.914517 -1.501511 2.349864 0.6 1.3 -0.2 0.0096
O -1.196832 0.008763 0.925736 0.2 0.2 0.7 0.2363
```
Positions in Å, forces in eV/Å.

E_HOMO (alpha / beta) = -16.47 / -16.50 eV
Kohn-Sham gap (alpha / beta) = 8.57 / 4.46 eV
charge = +2
relative energy (zero: lowest compared OMol25 entry of this formula, charge and spin) = 0.000 eV
spin multiplicity = 5
E_tot = -49903.5045 eV
max |F| = 4.17 eV/Å

***

5.
Below is a molecular structure, C16H22ClNOs at a distorted geometry, with properties calculated with wB97M-V/def2-TZVPD.

XYZ file:
```
41
Properties=species:S:1:pos:R:3:forces:R:3:mulliken_spin:R:1
C 0.202087 0.691366 -6.000141 1.0 -5.7 -1.2 0.9770
C 1.593816 1.228085 -6.227468 0.7 3.4 -0.9 0.2399
C -0.015468 -0.660397 -6.635136 -0.7 1.8 -0.2 0.0701
C -0.894719 1.675262 -6.323999 -1.2 3.6 -1.5 0.3240
Cl 0.012159 0.319674 -3.354114 -0.1 0.4 -1.2 0.3712
H 0.020518 -0.631400 -7.747938 0.0 0.2 0.6 0.0243
H -0.989499 -1.064599 -6.356259 -0.1 -0.5 0.2 0.0422
H 0.748318 -1.368810 -6.310154 0.2 -0.3 0.5 0.0672
H 1.808588 1.450734 -7.297186 -0.3 -0.2 0.5 0.0212
H 2.343040 0.504908 -5.897334 -0.5 -0.9 0.4 0.0708
H 1.754372 2.152501 -5.671186 0.0 0.0 0.0 0.0041
H -0.947719 1.936404 -7.403888 0.2 -0.3 0.5 0.0219
H -0.757112 2.608947 -5.777204 0.4 -0.1 0.1 0.0088
H -1.868045 1.264921 -6.047348 0.2 -1.0 0.3 0.0514
C 1.237534 -1.074245 0.564411 0.4 -1.3 1.5 -0.0218
C 0.806374 -2.123955 -0.305177 1.0 -1.0 -0.2 -0.0222
C 1.293952 -1.829952 -1.606906 0.7 0.0 -0.7 0.1171
H 0.293248 -3.039791 -0.039582 0.0 0.3 0.1 -0.0088
C 1.977196 -0.571835 -1.539008 0.8 -0.2 -0.7 0.0990
C 1.977318 -0.155553 -0.181535 0.5 1.6 0.3 0.0714
H 2.377984 0.783923 0.216289 -0.1 -0.5 -0.2 0.0117
H 1.090076 -1.074099 1.650222 -0.1 0.3 -0.7 0.0013
H 1.084028 -2.355017 -2.526634 0.1 -0.2 0.2 -0.0013
H 2.279843 0.047666 -2.383459 0.4 -0.6 0.5 0.0163
C -1.624122 1.047188 -0.031493 -0.1 0.3 -0.1 0.0675
C -1.550241 -0.183444 0.667882 -1.2 0.4 1.3 -0.0229
C -1.911626 -1.226432 -0.227646 -0.8 -1.6 1.0 -0.0199
H -1.411844 -0.271132 1.755290 0.3 0.0 -0.8 0.0045
C -2.176542 -0.677346 -1.487222 -1.0 0.8 -1.4 0.1076
C -2.001468 0.750762 -1.377696 -0.3 0.2 -0.5 0.1185
H -1.914689 1.441426 -2.216230 -0.6 -0.2 0.5 0.0162
H -1.424675 2.026347 0.384636 0.1 -0.2 0.0 0.0108
H -1.940632 -2.295324 0.045191 -0.1 0.8 -0.3 -0.0063
H -2.394010 -1.206462 -2.416932 -0.1 0.1 0.5 -0.0014
Os -0.109977 -0.300152 -0.946042 0.2 0.5 1.9 1.1682
C 0.069561 0.108488 4.908851 -0.1 -0.2 0.2 0.0002
C 0.371238 0.830594 3.673333 0.3 0.7 -0.4 0.0002
N 0.621056 1.462637 2.736972 -0.3 -0.9 0.5 0.0003
H -0.886164 0.460245 5.320020 0.3 -0.1 -0.1 0.0000
H 0.853185 0.291800 5.656146 -0.2 0.0 -0.3 0.0000
H 0.002760 -0.974831 4.721674 0.0 0.4 0.1 -0.0001
```
Positions in Å, forces in eV/Å.

E_HOMO (alpha / beta) = -12.69 / -16.01 eV
Kohn-Sham gap (alpha / beta) = 6.88 / 3.24 eV
charge = +2
spin multiplicity = 5
E_tot = -33404.6890 eV
max |F| = 5.88 eV/Å